This record from OMol25 describes 7 unconnected molecules or ions with the total composition C21H51FN5O8S6. The level of theory is the ωB97M-V functional and the def2-TZVPD basis.

```
! RIJCOSX wB97M-V def2-TZVPD def2/J DEFGRID3
* xyz 1 1
C 6.8256 -1.7443 -0.2800
O 5.9997 -0.6105 -0.4080
C 4.9817 -0.7522 -1.3635
C 3.8417 0.1977 -1.0407
C 3.4469 0.2222 0.4299
C 2.7521 -1.0654 0.8689
C 1.2242 -0.9732 0.6895
N 0.7063 -2.0640 -0.1473
C 0.2866 -2.1565 -1.4133
N 0.2235 -1.1302 -2.2455
N -0.0615 -3.4299 -1.7237
C 0.1434 -4.1096 -0.6445
O -0.1219 -5.4240 -0.4339
C 0.9269 -6.2041 -0.3189
N 1.8872 -6.8276 -0.2869
N 0.6126 -3.3394 0.3311
F 0.9255 -3.6620 1.5713
H 6.2359 -2.6608 -0.2639
H 7.5792 -1.7963 -1.0648
H 7.3443 -1.6744 0.6693
H 4.6574 -1.7917 -1.4620
H 5.3757 -0.4767 -2.3469
H 4.1698 1.1987 -1.3106
H 2.9914 -0.0243 -1.6887
H 2.7868 1.0531 0.6356
H 4.3445 0.3543 1.0166
H 2.9471 -1.3059 1.9063
H 3.1153 -1.8837 0.2494
H 0.9290 -0.0402 0.2240
H 0.7084 -1.0137 1.6398
H -0.2213 -1.2586 -3.1365
H 0.5842 -0.2233 -2.0193
C -3.2362 -5.0108 0.4927
S -3.9566 -3.6156 -0.3682
O -5.0678 -3.1018 0.4640
C -4.7079 -4.5224 -1.7237
H -2.7579 -4.6217 1.3902
H -3.9775 -5.7608 0.7666
H -2.4882 -5.4236 -0.1825
H -5.4283 -5.2427 -1.3358
H -3.9322 -5.0305 -2.2993
H -5.2155 -3.7987 -2.3570
C -3.0219 1.9295 0.5326
S -3.1130 0.1909 0.1191
O -1.7002 -0.3067 0.0066
C -3.7071 0.4316 -1.5577
H -2.6223 2.0130 1.5415
H -2.3710 2.4486 -0.1714
H -4.0244 2.3561 0.5034
H -2.9982 1.0523 -2.1072
H -4.6877 0.9046 -1.5259
H -3.7904 -0.5454 -2.0302
C 4.3232 3.0791 4.2484
S 2.6410 3.1321 3.6195
O 2.5498 2.0523 2.5831
C 2.8271 4.6782 2.7290
H 4.4391 2.1553 4.8114
H 5.0294 3.0973 3.4179
H 4.4866 3.9328 4.9050
H 3.6381 4.5915 2.0052
H 3.0298 5.4776 3.4406
H 1.8898 4.8781 2.2148
C 0.3908 4.3920 8.7241
S 1.5185 4.8719 7.4128
O 1.0653 4.1765 6.1762
C 2.9327 3.9591 8.0456
H -0.5808 4.8262 8.5001
H 0.3121 3.3056 8.7562
H 0.7547 4.7802 9.6751
H 2.6779 2.9024 8.1272
H 3.2168 4.3614 9.0175
H 3.7556 4.0877 7.3464
C -5.9427 -4.3068 -6.7462
S -5.1665 -3.4769 -5.3565
O -5.0859 -2.0336 -5.6908
C -3.5271 -4.1701 -5.6184
H -6.9776 -3.9758 -6.7925
H -5.4259 -4.0353 -7.6662
H -5.9094 -5.3849 -6.5897
H -3.1766 -3.9089 -6.6166
H -3.5668 -5.2530 -5.4978
H -2.8626 -3.7415 -4.8701
C -3.0328 4.7376 -3.6200
S -1.5371 4.2635 -2.7483
O -1.8877 4.1807 -1.3027
C -0.6712 5.8176 -2.9839
H -3.7346 3.9091 -3.5529
H -3.4609 5.6235 -3.1519
H -2.7957 4.9316 -4.6658
H -1.2609 6.6293 -2.5590
H -0.5039 5.9799 -4.0484
H 0.2843 5.7471 -2.4693
*
```

Results
HOMO energy	-10.47	eV
DFT total energy	-4194.86364	hartree


This record from OMol25 describes 3 unconnected molecules or ions with the total composition C21H52BFN6O4P2. The level of theory is the ωB97M-V functional and the def2-TZVPD basis.

```
! RIJCOSX wB97M-V def2-TZVPD def2/J DEFGRID3
* xyz 0 1
C -3.3361 -5.4391 3.7603
C -3.6136 -4.3765 2.8073
C -2.5934 -3.1628 2.7843
O -1.3809 -3.4397 2.5701
O -2.9071 -1.7909 2.9254
C -3.8430 -1.5348 3.9997
C -5.1062 -0.7009 3.4019
C -5.7099 -1.3243 2.0587
C -6.8659 -2.4449 2.2789
C -6.9641 -3.0209 3.7636
C -8.1183 -4.1101 4.0108
B -8.9785 -4.5263 2.7092
F -10.1087 -3.7322 2.2850
H -3.0108 -6.4417 3.3296
H -3.4087 -5.2190 4.8864
H -4.5426 -4.4253 2.1500
H -3.3156 -0.8126 4.7304
H -4.1539 -2.4455 4.6055
H -5.8816 -0.4534 4.2065
H -4.6506 0.3194 3.1037
H -4.9085 -1.7503 1.3508
H -6.1922 -0.4521 1.4759
H -7.8597 -1.8996 2.0554
H -6.6453 -3.2588 1.4886
H -5.9741 -3.4968 4.1187
H -7.1590 -2.1653 4.5128
H -7.7289 -5.0786 4.4882
H -8.8707 -3.6665 4.7692
H -8.7835 -5.5055 2.0557
O 3.7243 -3.3232 -2.4872
P 2.9767 -2.8466 -1.2299
N 3.7410 -1.3135 -1.2508
C 4.5377 -0.6891 -0.2187
C 3.4015 -0.4119 -2.3446
N 3.8288 -3.9150 -0.1711
C 4.5651 -3.5314 1.0217
C 4.4915 -5.0725 -0.7727
N 2.0284 -2.3454 0.1854
C 1.0584 -3.4172 0.5425
C 1.2117 -1.1251 0.0646
H 4.0397 -0.6799 0.7544
H 4.7614 0.3610 -0.4344
H 5.5093 -1.1824 -0.1212
H 2.4077 0.0304 -2.1981
H 3.3882 -0.9407 -3.3019
H 4.1183 0.4051 -2.4574
H 5.5730 -3.1786 0.7805
H 4.6745 -4.3911 1.6940
H 4.0540 -2.7757 1.6160
H 5.4295 -4.7861 -1.2607
H 3.8461 -5.5590 -1.5050
H 4.7202 -5.8344 -0.0206
H 0.3376 -3.5731 -0.2662
H 0.5167 -3.1683 1.4554
H 1.5549 -4.3702 0.7328
H 0.5612 -1.1597 -0.8148
H 1.8205 -0.2209 0.0116
H 0.5879 -0.9878 0.9525
O 0.6287 4.4361 -1.5845
P 1.6687 4.7139 -2.6832
N 2.9254 4.8733 -1.5318
C 3.7976 6.0046 -1.3028
C 3.3332 3.6718 -0.8127
N 1.0298 6.2736 -3.0664
C 1.7674 7.5262 -3.0617
C -0.3538 6.5488 -2.6775
N 2.8589 4.9806 -3.9745
C 2.1993 4.8286 -5.3000
C 4.0233 4.0794 -4.0285
H 4.2804 6.3603 -2.2168
H 4.6191 5.7706 -0.6179
H 3.2537 6.8322 -0.8382
H 3.9367 3.0147 -1.4519
H 2.4639 3.0981 -0.4789
H 3.9152 3.8933 0.0846
H 1.8420 7.9493 -2.0550
H 1.2595 8.2688 -3.6889
H 2.7656 7.4372 -3.4874
H -0.4316 6.7650 -1.6065
H -1.0048 5.7070 -2.9165
H -0.7575 7.4058 -3.2259
H 1.8287 3.8078 -5.4353
H 2.8910 5.0643 -6.1120
H 1.3523 5.5071 -5.4131
H 3.7207 3.0276 -4.0245
H 4.7158 4.2453 -3.2019
H 4.6160 4.2664 -4.9286
*
```

Results
HOMO energy	-7.66	eV
DFT total energy	-2267.91821	hartree
SMILES	CN(C)P(=O)(N(C)C)N(C)C.CN(C)P(=O)(N(C)C)N(C)C.C=CC(=O)OCCCCCCBF